Record 1
121
Properties=species:S:1:pos:R:3:forces:R:3 method="wB97M-V/def2-TZVPD" homo_ev=-17.03 orbital_gap_ha=0.3479 total_charge=+4 total_energy_ev=-56624.822
C -0.7517 -3.5944 -0.6061 -0.95 -1.18 0.96
O -1.3618 -3.1610 0.4653 1.25 -0.27 -1.73
O -0.0482 -4.6552 -0.5782 -0.23 1.33 -0.15
O -1.0276 -2.9931 -1.7805 0.46 -0.36 0.16
C 4.2883 3.7603 -3.5969 0.68 1.02 0.94
C 3.6713 5.0990 -3.7996 -0.22 1.11 -0.31
C 4.6592 6.1344 -4.4032 -1.48 -1.05 1.03
O 4.7882 5.8016 -5.7168 0.13 -0.21 -1.61
C 5.5028 6.7723 -6.4960 0.87 0.62 2.32
N 2.4210 5.0225 -4.6837 1.99 -0.37 -0.42
H 1.9574 5.8865 -4.7356 -0.50 1.94 -0.39
H 2.6911 4.7295 -5.6305 -0.09 0.02 0.09
H 1.7473 4.4325 -4.2741 -0.86 -1.48 0.41
H 3.5729 3.0438 -3.2583 -0.31 -0.73 0.22
H 5.0057 3.9939 -2.7862 -0.19 -0.73 -0.31
H 4.8406 3.4524 -4.4557 0.28 -0.46 -0.63
H 3.2872 5.4873 -2.8672 -0.04 0.12 0.36
H 5.5636 6.0157 -3.8285 0.63 0.31 0.24
H 4.2262 7.1130 -4.2654 0.08 0.74 0.06
H 5.4165 6.5508 -7.4963 -0.48 -0.61 -2.17
H 6.5665 6.7846 -6.2455 0.00 -0.28 0.13
H 5.1486 7.7725 -6.2726 -0.38 0.21 -0.11
C -0.5400 -2.2381 -5.0019 -0.43 -0.87 -2.30
C 0.3762 -3.4575 -4.9207 -0.02 -0.47 -0.02
C 1.7350 -3.0050 -4.4297 0.46 1.44 -1.51
O 2.6967 -4.0149 -4.1673 -0.57 0.44 0.88
C 3.0181 -4.8114 -5.2782 -0.37 0.62 -1.38
N -0.1848 -4.4756 -3.9931 1.11 1.06 0.61
H -0.6928 -3.5557 -2.5933 -0.11 0.16 0.90
H -1.0026 -4.8779 -4.3990 -0.39 -0.65 -0.23
H 0.5257 -5.1790 -3.7468 -0.74 0.27 -0.39
H -0.6270 -1.7187 -4.0980 0.19 0.83 1.51
H -1.5815 -2.4963 -5.2929 0.67 -0.12 0.04
H -0.1610 -1.5777 -5.8024 -0.20 -0.11 0.45
H 0.5407 -3.8770 -5.9090 -0.40 -0.12 -0.32
H 1.5172 -2.4840 -3.5246 0.41 0.32 1.09
H 2.1198 -2.1830 -5.1788 -0.37 -1.67 1.18
H 3.8772 -5.4199 -5.0894 0.21 -0.64 0.67
H 3.3789 -4.1347 -6.0610 -0.39 -0.17 -0.36
H 2.1338 -5.3914 -5.6140 0.70 0.12 0.01
C -3.8920 0.4149 -0.9631 1.52 0.94 -1.27
C -2.6816 -0.3738 -0.4638 -0.96 -1.41 1.39
C -1.5543 0.3918 0.2108 -0.46 0.43 0.80
O -2.0956 1.1938 1.2660 -0.19 -0.61 -0.08
C -1.1179 1.8892 2.0470 1.90 -0.19 -5.02
N -3.2228 -1.4320 0.5876 0.70 1.27 -0.51
H -3.1720 -0.9733 1.5209 -0.36 -0.31 -0.78
H -4.2139 -1.6452 0.3502 1.11 -0.18 0.43
H -2.4287 -2.2407 0.5537 -0.71 -0.05 -0.20
H -4.5018 -0.1809 -1.6537 0.18 0.14 0.20
H -3.4247 1.2544 -1.5305 -0.63 -0.49 -0.03
H -4.5191 0.9141 -0.2449 -0.05 -0.20 0.70
H -2.2213 -0.9555 -1.2847 -0.39 0.13 0.45
H -1.1211 0.9740 -0.6018 0.36 0.44 0.10
H -0.7740 -0.2378 0.6829 -0.32 -0.17 -0.67
H -0.9163 2.8388 1.4389 0.15 -0.95 1.30
H -0.1818 1.2772 2.1087 -0.59 0.55 0.08
H -1.4831 2.0639 2.9695 -1.35 0.71 2.97
C -3.1748 -6.5866 -0.6338 -0.56 -0.23 -0.58
C -3.2934 -5.5451 0.4432 -0.70 0.06 -0.15
C -4.6176 -5.5421 1.2495 0.11 -1.59 -0.24
O -4.4010 -4.6917 2.3147 -0.23 0.73 1.71
C -5.0996 -4.9504 3.6094 2.10 0.96 -1.60
N -2.1590 -5.8250 1.4174 -0.98 1.97 -0.74
H -2.1201 -6.8005 1.6235 0.09 -0.78 0.62
H -1.3157 -5.5000 0.9577 0.83 0.03 -0.30
H -2.3253 -5.1844 2.2000 -0.01 -0.50 0.42
H -2.1591 -6.6565 -0.9906 0.46 -0.09 -0.02
H -3.7595 -6.3501 -1.5114 -0.30 0.35 -0.16
H -3.5357 -7.5720 -0.3446 0.15 -0.10 0.36
H -3.1186 -4.5334 0.0435 0.10 -0.51 0.32
H -4.8148 -6.6165 1.5533 0.02 0.98 -0.06
H -5.4902 -5.1828 0.6844 0.37 -0.34 -0.38
H -4.4740 -5.6559 4.1076 -0.13 -0.94 0.55
H -6.1140 -5.2149 3.4787 -0.98 -0.43 -0.16
H -4.9801 -4.0175 4.1306 -0.32 0.36 0.23
C 3.2412 -5.5156 0.7709 -0.13 -1.12 0.07
C 3.8240 -5.1256 -0.5409 -1.08 1.23 -0.52
C 5.0255 -5.8543 -1.0804 -0.11 -1.89 1.06
O 5.3726 -5.2335 -2.2405 1.32 1.20 -1.33
C 6.5152 -5.8368 -2.9355 -1.78 0.38 -0.45
N 2.6829 -5.0880 -1.5978 -0.20 2.18 1.06
H 1.7372 -4.5999 -1.2228 1.92 -1.61 -0.70
H 3.0378 -4.5533 -2.4087 -0.25 0.00 -0.06
H 2.4951 -5.9881 -1.9762 -0.51 -1.16 -0.07
H 3.2876 -6.5721 0.9172 0.63 -1.00 0.19
H 2.1804 -5.3936 0.8826 -0.56 0.95 -0.24
H 3.7502 -5.0345 1.5667 0.43 0.37 0.81
H 4.1196 -4.0957 -0.5279 0.07 0.79 0.19
H 4.6751 -6.8868 -1.2687 0.30 -0.22 -0.04
H 5.8883 -5.9597 -0.3523 -1.06 0.43 -0.40
H 6.7432 -5.2007 -3.8101 -0.34 -0.40 0.45
H 6.0792 -6.7996 -3.2275 1.01 -0.15 -0.26
H 7.4079 -5.8914 -2.3321 0.07 -0.22 0.47
C -5.3490 6.1901 4.7595 0.10 1.17 0.06
C -3.9053 6.7244 4.7624 0.04 -0.79 -1.96
C -3.0497 5.9457 5.7094 0.05 -1.00 -0.57
N -1.7494 6.5252 6.0241 1.68 0.25 0.84
C -0.9673 6.8622 4.7674 0.52 1.22 1.82
C -0.9293 5.5099 6.8183 0.28 -0.26 -0.10
C 0.1305 6.3318 7.5731 0.34 -0.80 0.85
C -0.4009 7.7613 7.5522 1.10 1.25 0.22
C -1.7970 7.6424 7.0382 -1.59 0.62 -0.55
H -5.9821 6.8831 4.2168 -0.05 0.13 -0.22
H -5.7627 6.1835 5.7604 -0.04 -0.32 0.27
H -5.4674 5.2349 4.2686 0.22 -0.37 0.12
H -3.8098 7.7781 4.9622 -0.45 0.52 0.36
H -3.5174 6.6170 3.7149 -0.23 0.05 0.78
H -2.7600 4.9520 5.3451 -0.67 0.00 -0.19
H -3.5856 5.8178 6.6273 -0.17 -0.16 0.74
H -1.5960 7.5054 4.1777 0.09 0.36 -0.28
H -0.8119 5.9276 4.2733 0.37 -0.41 -0.46
H -0.0065 7.3911 5.0975 -1.40 -0.97 -0.79
H -0.4479 4.8781 6.0537 -0.51 -0.26 0.66
H -1.6388 4.9759 7.4894 0.60 0.22 -0.61
H 1.1034 6.1899 7.1156 0.09 0.39 -0.40
H 0.3412 5.9657 8.6031 -0.71 0.14 -0.61
H 0.2155 8.4276 6.8792 -0.66 -0.65 0.77
H -0.4013 8.2454 8.5430 0.06 -0.24 -0.43
H -2.1672 8.5631 6.5656 0.04 -0.30 0.12
H -2.5710 7.3013 7.7710 0.86 0.37 -0.31

Record 2
8
Properties=species:S:1:pos:R:3:forces:R:3 method="wB97M-V/def2-TZVPD" spin_multiplicity=3 homo_ev="-8.65 / -9.26" s_squared=2.02 orbital_gap_ha="0.2858 / 0.2026" total_charge=0 relative_energy_ev=0.667 total_energy_ev=-24223.450
C -0.8945 0.6970 -0.7838 0.45 0.49 1.46
N -1.3511 -0.2765 -0.1182 2.64 0.55 -0.10
F 0.3029 -1.0034 0.6330 0.92 -0.19 0.27
S -2.4355 -1.2169 0.3050 -2.89 -1.77 0.57
I 3.5919 0.2333 0.6943 -0.20 -0.17 0.09
H -1.6481 1.2674 -1.2506 -0.36 1.04 -1.39
H 0.1392 0.9966 -0.5192 -0.53 -0.16 -0.71
H 2.2952 -0.6975 1.0395 -0.03 0.20 -0.19

Record 3
69
Properties=species:S:1:pos:R:3:forces:R:3 method="wB97M-V/def2-TZVPD" homo_ev=-9.34 orbital_gap_ha=0.3239 total_charge=0 smiles="O=NO[C@]1(Cc2ccccc2)OS(=O)(=O)O[C@@H]1P(O)O.C[C@@H]1COC(=O)O1.C[C@@H]1COC(=O)O1.C[C@@H]1COC(=O)O1" total_energy_ev=-78651.159
O 1.5249 -2.2268 1.9818 0.39 0.12 0.07
N 1.3324 -1.1477 1.6247 -0.51 -0.13 -0.02
O 1.6881 -1.0261 0.2140 -0.11 -0.06 0.14
C 0.8316 -0.1247 -0.4660 -0.06 -0.02 -1.27
C -0.6661 -0.4332 -0.2836 -0.30 0.07 0.77
C -1.5178 0.6865 0.2708 -0.07 0.02 0.16
C -1.9717 0.6320 1.5840 -0.02 -0.09 0.08
C -2.7790 1.6344 2.1044 0.00 0.11 0.02
C -3.1265 2.7166 1.3144 -0.10 0.22 -0.20
C -2.6841 2.7865 -0.0030 0.12 -0.05 -0.02
C -1.8919 1.7750 -0.5173 0.08 -0.24 -0.16
O 1.1331 -0.4839 -1.8489 0.18 -0.26 0.18
S 1.6661 0.7256 -2.7110 0.06 0.22 -0.18
O 2.8116 0.3667 -3.4701 -0.34 -0.21 -0.02
O 0.5434 1.3280 -3.3489 0.17 0.08 0.12
O 2.1779 1.5685 -1.4846 -0.19 -0.02 0.03
C 1.2833 1.3514 -0.3659 0.97 0.61 0.07
P 2.2067 1.8697 1.2094 -0.33 -0.29 0.36
O 3.7089 1.8521 0.5736 -0.01 0.20 -0.12
O 1.8414 3.4672 1.1190 0.00 0.03 -0.05
H -1.0804 -0.7850 -1.2276 0.19 0.11 -0.09
H -0.7542 -1.2752 0.4048 0.04 -0.05 -0.10
H -1.7215 -0.2088 2.2232 0.10 0.01 -0.07
H -3.1181 1.5653 3.1293 0.03 0.03 -0.02
H -3.7525 3.5115 1.7026 0.02 -0.07 0.07
H -2.9405 3.6218 -0.6434 -0.09 0.00 0.11
H -1.5576 1.8072 -1.5505 -0.06 0.08 0.01
H 0.5025 2.1008 -0.4601 -0.40 -0.37 0.09
H 4.2484 2.5454 0.9760 0.08 -0.12 0.03
H 1.4785 3.7589 1.9636 0.01 0.06 -0.05
C 0.2683 -4.5295 -3.4933 0.08 0.15 0.22
C -1.2182 -4.5388 -3.2370 0.22 -0.02 -0.18
C -2.0809 -4.2697 -4.4543 -0.05 -0.05 -0.02
O -3.2282 -3.6272 -3.8846 0.05 0.01 -0.05
C -2.8435 -3.0383 -2.7290 0.01 0.02 0.03
O -3.4964 -2.2660 -2.1063 -0.02 0.03 0.02
O -1.6023 -3.4486 -2.3799 0.00 -0.05 0.09
H 0.6064 -3.5186 -3.7227 -0.05 -0.01 -0.11
H 0.8159 -4.8663 -2.6142 0.00 -0.02 -0.01
H 0.5153 -5.1888 -4.3258 -0.03 -0.02 0.00
H -1.5183 -5.4680 -2.7454 -0.07 0.01 -0.01
H -2.3810 -5.1723 -4.9799 -0.12 0.02 0.04
H -1.6053 -3.5803 -5.1559 0.06 0.00 0.04
C -6.5931 -0.4123 6.2380 0.00 0.26 -0.08
C -5.3206 -0.8726 5.5730 -0.18 -0.05 0.15
C -4.4382 -1.7660 6.4226 0.00 -0.07 -0.03
O -3.1266 -1.4536 5.9392 -0.02 0.01 0.07
C -3.1587 -0.2018 5.4282 -0.02 0.01 -0.02
O -2.2019 0.4274 5.1115 0.05 -0.02 -0.01
O -4.4345 0.2354 5.3227 0.00 -0.04 -0.07
H -6.3676 0.2873 7.0431 0.04 -0.10 0.08
H -7.2381 0.1015 5.5268 -0.01 -0.03 -0.01
H -7.1396 -1.2637 6.6445 0.01 -0.02 -0.02
H -5.5380 -1.3453 4.6117 0.06 -0.02 -0.01
H -4.6410 -2.8254 6.2911 0.11 -0.01 -0.06
H -4.4909 -1.5139 7.4845 -0.04 0.05 -0.01
C 6.0358 0.8696 -3.5427 0.26 -0.07 0.00
C 6.4647 1.8642 -2.4972 -0.11 -0.06 -0.18
C 5.5797 3.0888 -2.3944 -0.07 0.01 0.11
O 6.4984 4.0961 -1.9490 -0.04 0.00 -0.04
C 7.7416 3.7352 -2.3523 0.01 -0.04 -0.02
O 8.6962 4.4401 -2.3063 0.03 0.03 0.02
O 7.7384 2.4641 -2.8130 0.00 0.01 0.10
H 6.1905 1.2662 -4.5465 -0.11 0.13 0.03
H 6.6117 -0.0521 -3.4637 -0.03 -0.01 0.03
H 4.9810 0.6462 -3.3950 0.05 -0.09 -0.08
H 6.5626 1.3766 -1.5233 0.00 0.06 0.03
H 4.7700 2.9745 -1.6775 0.04 0.05 0.05
H 5.1692 3.3864 -3.3622 0.03 -0.04 -0.04